<A>
Here is a structure of composition C3H10N3S from OMol25. Energies are from wB97M-V/def2-TZVPD.

Positions of all 17 atoms, in Å:
C 1.06950 -1.42208 -0.68670
C 0.90926 -0.00805 -1.28692
C 1.42872 -1.27778 0.76949
N 1.64919 -0.30854 1.46799
N -0.09236 2.10712 0.12675
N -2.31482 0.43794 0.72708
S 1.29290 1.34778 -0.19684
H 0.16928 -1.99898 -0.74340
H 1.88132 -1.90320 -1.03922
H 1.43897 0.03042 -2.19146
H -0.12851 0.28968 -1.65979
H 1.16657 -2.30401 1.22395
H -0.04487 2.92757 0.71883
H -0.97457 1.56401 0.01801
H -1.59515 -0.34623 1.01434
H -3.13502 0.04862 0.17243
H -2.72039 0.81573 1.56544

## Properties
HOMO-LUMO gap (spin up / spin down) ... 8.0 / 8.2 eV
Total charge ... +1

Atomic partial charges in e from the Löwdin method, atoms 1 to 4: C -0.158; C -0.357; C -0.320; N 0.125



<B>
Here is a cluster of 2 separate species, C3H10N3S in total from OMol25. Energies are from wB97M-V/def2-TZVPD.

Positions of all 17 atoms, in Å:
C -1.27204 -0.34651 1.10294
C 0.54508 1.91525 -0.84680
C 0.54637 1.06059 0.38224
N -2.50109 -0.64113 1.27426
N 2.23087 -2.37173 1.56129
N -0.73296 0.80196 1.00351
S 1.06405 -2.90679 0.58648
H -0.47682 1.85477 -1.39117
H 0.53163 2.97869 -0.55660
H 1.33784 1.63111 -1.52297
H 1.07151 1.52925 1.13746
H 0.92761 0.09121 -0.00084
H -3.28408 0.01738 1.60153
H -2.79007 -1.56268 1.57716
H 1.92618 -2.15619 2.53302
H 2.81081 -1.73139 1.14061
H -1.26789 1.54427 1.36337

## Properties
HOMO-LUMO gap (spin up / spin down) ... 5.7 / 8.0 eV
Total charge ... +1

Atomic partial charges in e from the Löwdin method, atoms 1 to 4: C -0.109; C -0.071; C -0.233; N 0.163



<C>
Here is a cluster of 2 separate species, C3H10N3S in total from OMol25. Energies are from wB97M-V/def2-TZVPD.

Positions of all 17 atoms, in Å:
C -2.79384 0.44621 -0.28463
C 1.14479 -0.90887 -0.84848
C -0.22823 -0.65481 -0.47948
N 0.25743 1.51015 1.23788
N 1.22641 1.60220 0.53586
N 1.91945 -1.74920 -0.03638
S -1.47027 0.01902 -1.39868
H -3.55078 1.04511 -0.88477
H -2.63056 1.20620 0.58071
H -3.01567 -0.59290 0.02851
H 1.27451 -1.30958 -1.85454
H 1.64799 0.02917 -0.68890
H -0.54378 -0.51599 0.62353
H 0.28706 2.01585 2.15584
H 2.69753 -2.24826 -0.43228
H 2.02472 2.16519 0.83482
H 1.75324 -2.05949 0.91099

## Properties
HOMO-LUMO gap (spin up / spin down) ... 7.2 / 7.2 eV
Total charge ... +1

Atomic partial charges in e from the Löwdin method, atoms 1 to 4: C -0.357; C -0.354; C -0.330; N 0.020



Stability verdict: <A>, ahead by 0.537 eV



<A>
Here is an isolated molecule of C23H27N3O2S from OMol25. Energies are from wB97M-V/def2-TZVPD.

Positions of all 56 atoms, in Å:
C 3.63717 -1.64958 -3.64013
C 2.26598 -2.26346 -3.87970
O 1.49579 -2.04492 -2.71711
C 0.21937 -2.53270 -2.65826
C -0.39792 -3.21206 -3.69510
C -1.68405 -3.71309 -3.55079
C -2.36263 -3.53009 -2.36517
C -1.76186 -2.83680 -1.32677
C -0.47430 -2.32553 -1.44323
N 0.17905 -1.68361 -0.38674
C -0.32570 -1.87186 0.95413
C 0.80204 -1.55538 1.94656
N 1.25511 -0.20033 1.75599
C 1.11320 0.85513 2.59058
O 1.47835 1.97008 2.26648
C 0.54359 0.56569 3.97833
C 0.23647 1.86199 4.72926
C -1.18082 2.38445 4.44447
C -1.37238 2.65854 3.00112
N -1.10565 3.75303 2.41469
C -1.32208 3.70208 1.06956
C -1.09193 4.73062 0.16276
C -1.36002 4.51409 -1.17259
C -1.86055 3.29328 -1.61866
C -2.10068 2.25674 -0.73721
C -1.82494 2.46677 0.60261
S -1.99794 1.37378 1.93928
C 1.73437 0.01362 0.40467
C 0.63049 -0.32024 -0.59521
H 3.54051 -0.58400 -3.44992
H 4.26783 -1.80086 -4.51147
H 4.10396 -2.11372 -2.77581
H 2.36222 -3.34078 -4.07475
H 1.78715 -1.79080 -4.74934
H 0.12252 -3.37524 -4.62565
H -2.14125 -4.24677 -4.36997
H -3.36369 -3.91515 -2.24229
H -2.31495 -2.68359 -0.41325
H -0.62855 -2.91290 1.07989
H -1.18448 -1.21488 1.17325
H 0.46294 -1.72280 2.96625
H 1.64408 -2.22773 1.74287
H -0.36205 -0.03743 3.89905
H 1.29605 -0.00994 4.52331
H 0.95816 2.62012 4.42081
H 0.33035 1.70090 5.80414
H -1.91747 1.64921 4.77789
H -1.33041 3.31559 4.99366
H -0.70278 5.67012 0.52018
H -1.18044 5.30328 -1.88736
H -2.06471 3.15122 -2.66933
H -2.49416 1.31152 -1.08089
H 2.03185 1.05891 0.31329
H 2.59779 -0.63531 0.22695
H 1.01350 -0.21812 -1.60766
H -0.20149 0.38890 -0.45766

## Properties
HOMO-LUMO gap ... 8.4 eV
SMILES ... CCOc1ccccc1N1CCN(C(=O)CCCc2nc3ccccc3s2)CC1

Atomic partial charges in e from the Löwdin method, atoms 1 to 4: C -0.061; C -0.259; O -0.074; C -0.194



<B>
Here is an isolated molecule of C23H27N3O2S from OMol25. Energies are from wB97M-V/def2-TZVPD.

Positions of all 56 atoms, in Å:
C -3.80869 -4.26849 4.46029
C -2.67447 -3.57342 3.72361
O -2.21265 -2.51948 4.54422
C -1.17740 -1.75140 4.11064
C -0.52500 -1.89515 2.89155
C 0.52104 -1.05359 2.55471
C 0.93015 -0.04506 3.41839
N 1.99365 0.81851 3.12705
C 2.63736 1.00506 1.93215
S 4.27653 1.24638 1.96390
N 1.92264 1.02029 0.78636
C 2.66258 1.06120 -0.47134
C 1.81297 0.65499 -1.63803
C 1.59742 1.51364 -2.70595
C 0.81248 1.14468 -3.77842
C 0.19333 -0.11172 -3.82683
N -0.63220 -0.46876 -4.86791
C -0.71609 0.37643 -6.03394
C -1.04901 -1.84352 -5.00584
C 0.42896 -0.98067 -2.75143
C 1.22175 -0.60115 -1.68945
C 0.52915 1.43161 0.75707
C 0.34300 2.69260 -0.02532
C 1.00230 3.88664 0.00650
C 0.39092 4.70003 -0.97886
C -0.59338 3.94083 -1.52889
O -0.63125 2.72554 -0.95767
C 0.28444 0.08751 4.64851
C -0.75198 -0.75107 4.98802
H -4.19285 -5.08826 3.86002
H -3.45008 -4.65727 5.40929
H -4.61046 -3.56216 4.65695
H -1.85915 -4.28384 3.52686
H -3.03310 -3.17542 2.76363
H -0.81099 -2.66702 2.19476
H 1.03680 -1.20014 1.61925
H 2.57480 1.05956 3.92012
H 3.50901 0.37494 -0.35907
H 3.07486 2.06415 -0.63460
H 2.05542 2.49299 -2.70312
H 0.68642 1.85064 -4.58224
H 0.24987 0.48195 -6.54324
H -1.42961 -0.04845 -6.73652
H -1.07447 1.36941 -5.75532
H -1.64895 -1.95080 -5.90652
H -1.66738 -2.14135 -4.15581
H -0.19622 -2.52936 -5.07651
H -0.00570 -1.96651 -2.73818
H 1.38964 -1.30127 -0.88239
H 0.19022 1.58334 1.78460
H -0.09218 0.65447 0.29840
H 1.81980 4.15108 0.64616
H 0.65249 5.70601 -1.23536
H -1.31015 4.14246 -2.29958
H 0.60763 0.85330 5.33806
H -1.25423 -0.65486 5.93724

## Properties
HOMO-LUMO gap ... 8.2 eV
SMILES ... CCOc1ccc(NC(=S)N(Cc2ccc(N(C)C)cc2)Cc2ccco2)cc1

Atomic partial charges in e from the Löwdin method, atoms 1 to 4: C -0.066; C -0.268; O -0.054; C -0.272



Stability verdict: <A>, ahead by 1.628 eV



<A>
Here is a structure of composition C2H5O3PS from OMol25. Energies are from wB97M-V/def2-TZVPD.

Positions of all 12 atoms, in Å:
C 1.00278 0.56881 1.18999
C -0.49275 -0.09227 -1.23023
O -2.04390 1.62459 -0.03661
O -1.16991 -0.98255 0.88482
O 1.06770 -1.73452 -0.02364
P -2.25912 0.26097 -0.51938
S 0.15309 -0.72844 0.23163
H 1.95834 0.45270 0.58162
H 0.61654 1.49377 1.02337
H 1.10544 0.30162 2.23666
H 0.08072 0.46270 -1.93235
H -0.01892 -1.62739 -2.40588

## Properties
HOMO-LUMO gap (spin up / spin down) ... 8.1 / 8.1 eV

Atomic partial charges in e from the Löwdin method, atoms 1 to 4: C -0.093; C -0.393; O -0.481; O -0.466



<B>
Here is a cluster of 2 separate species, C2H5O3PS in total from OMol25. Energies are from wB97M-V/def2-TZVPD.

Positions of all 12 atoms, in Å:
C 0.26645 0.00267 -1.35764
C 0.03574 -0.52167 1.24671
O 0.92212 -2.95521 0.62299
O 2.35543 -0.93821 0.32454
O 0.28047 -1.35821 -1.16456
P -0.27809 1.03926 0.14643
S 1.04800 -1.61055 0.34691
H 1.29231 0.32032 -1.53868
H -0.18082 0.22885 -2.29101
H 0.19850 -0.50434 2.33181
H -1.54814 -1.31532 0.86917
H 1.10299 1.50589 0.33537

## Properties
HOMO-LUMO gap ... 9.4 eV

Atomic partial charges in e from the Löwdin method, atoms 1 to 4: C -0.519; C -0.452; O -0.242; O -0.308



Stability verdict: <B>, ahead by 0.470 eV



<A>
Here is a cluster of 2 separate species, CH2NO4S in total from OMol25. Energies are from wB97M-V/def2-TZVPD.

Positions of all 9 atoms, in Å:
C 0.34165 -0.19101 0.16127
N 0.86690 1.07760 -0.18959
O 1.05494 1.39139 -1.36825
O -2.32135 0.12260 0.63304
O 1.21239 1.73670 0.82179
O -1.53810 -2.06047 -0.21906
S -1.59586 -0.62187 -0.39886
H 1.59718 -1.20446 -0.64826
H 0.38224 -0.25049 1.20792

## Properties
HOMO-LUMO gap ... 7.0 eV
Total charge ... -1

Atomic partial charges in e from the Löwdin method, atoms 1 to 4: C -0.203; N -0.504; O -0.014; O -0.543



<B>
Here is a structure of composition CH2NO4S from OMol25. Energies are from wB97M-V/def2-TZVPD.

Positions of all 9 atoms, in Å:
C -0.70125 -0.13856 0.20051
N -0.51499 -0.07188 -1.17349
O 1.83823 1.09099 0.23255
O -0.03368 -1.12437 -1.72583
O -0.89166 0.89476 -1.80804
O 1.30643 0.02253 2.26542
S 1.48142 -0.19444 0.82737
H -1.04319 -1.16374 0.51426
H -1.44129 0.68472 0.66725

## Properties
HOMO-LUMO gap ... 8.1 eV
Total charge ... -1

Atomic partial charges in e from the Löwdin method, atoms 1 to 4: C -0.204; N -0.545; O -0.524; O -0.087



Stability verdict: <B>, ahead by 2.459 eV



<A>
Here is an isolated molecule of C4H6F2 from OMol25. Energies are from wB97M-V/def2-TZVPD.

Positions of all 12 atoms, in Å:
F -1.37054 -0.43577 1.68537
C -0.87860 -0.24718 0.42583
F -1.86862 -0.63926 -0.46625
C -0.20252 1.07584 0.03118
C 0.84980 0.27492 -0.69250
C 0.40797 -0.95697 0.14715
H -0.83811 1.70785 -0.52613
H 0.17390 1.46637 0.96624
H 0.60139 0.15987 -1.73708
H 1.89499 0.58696 -0.53686
H 0.31439 -1.94073 -0.35685
H 0.91595 -1.05191 1.05990

## Properties
HOMO-LUMO gap ... 12.2 eV
SMILES ... FC1(F)CCC1

Atomic partial charges in e from the Löwdin method, atoms 1 to 4: F 0.076; C -0.526; F 0.057; C -0.077



<B>
Here is an isolated molecule of C4H6F2 from OMol25. Energies are from wB97M-V/def2-TZVPD.

Positions of all 12 atoms, in Å:
C -1.86707 -0.02095 -0.27517
C -0.44284 0.50735 -0.31128
C 0.48151 -0.26721 0.54986
C 1.88209 -0.05815 0.28528
F 2.17827 -1.03057 -0.71113
F 2.36463 1.18216 -0.19539
H -2.70194 0.60248 -0.98576
H -2.31551 0.40512 0.82634
H -2.10925 -1.22725 -0.38177
H -0.07414 1.27946 -1.16263
H 0.00329 -1.06577 1.15008
H 2.60094 -0.30669 1.21158

## Properties
HOMO-LUMO gap ... 9.9 eV
SMILES ... C/C=C/C(F)F

Atomic partial charges in e from the Löwdin method, atoms 1 to 4: C -0.202; C -0.133; C -0.053; C -0.379



Stability verdict: <A>, ahead by 2.691 eV



<A>
Here is a structure of composition C2HClN2OS from OMol25. Energies are from wB97M-V/def2-TZVPD.

Positions of all 8 atoms, in Å:
C 0.56774 0.10448 -0.28832
C -0.82564 -0.13006 -0.12445
H 1.14805 -2.05709 0.83609
N -0.56125 2.03243 -0.00365
N -1.46897 1.09105 0.00135
O 0.78418 1.38078 -0.18932
S 2.04010 -0.92739 -0.09130
Cl -1.68422 -1.49420 -0.14040

## Properties
HOMO-LUMO gap ... 8.6 eV

Atomic partial charges in e from the Löwdin method, atoms 1 to 4: C -0.731; C -0.880; H 0.070; N 0.090



<B>
Here is a cluster of 2 separate species, C2HClN2OS in total from OMol25. Energies are from wB97M-V/def2-TZVPD.

Positions of all 8 atoms, in Å:
N 0.18887 -1.92582 -0.89664
N -0.90454 -1.94794 -0.61741
S -2.33074 -2.21689 -0.19421
O 0.93028 1.23713 2.36244
C 0.75613 1.21755 1.22642
C 0.71731 1.31127 -0.08907
Cl -0.73799 0.69231 -1.01256
H 1.38068 1.63240 -0.77897

## Properties
HOMO-LUMO gap ... 9.0 eV
SMILES ... N#[N+][S-].O=C=CCl

Atomic partial charges in e from the Löwdin method, atoms 1 to 4: N 0.141; N -0.900; S 0.654; O 0.207



Stability verdict: <B>, ahead by 0.788 eV